The following is a DFT calculation (wB97M-V/def2-TZVPD) of a structure of composition C36H51FMoN13O3PS4 at a distorted geometry.

The expectation value of S² is 2.040. As for the largest force on an atom: 2.64 eV/A. As for the total charge: +4. As for the multiplicity: 3. The HOMO-LUMO gap (alpha / beta) comes out at 4.883 / 5.934 eV. The calculation puts the energy above the lowest of the compared OMol25 structures with the same formula, charge and spin at 325.3 kJ/mol. The total energy comes out at -120843.4238 eV. For the LUMO energy (alpha / beta), the calculation gives -11.401 / -10.445 eV.

Geometry (Å):
Mo: -0.0322 -0.5729 0.0085
N: -0.9282 1.5304 3.2569
N: -0.0833 2.6201 2.9886
C: 0.9251 2.5818 2.1258
N: 1.6207 3.6967 1.8902
S: 1.4282 1.1239 1.3640
H: -1.0700 1.4591 4.2639
H: -0.4602 0.6777 2.9223
H: -0.3617 3.4977 3.4135
H: 1.5416 4.5067 2.4886
H: 2.4427 3.6345 1.3114
C: 3.3873 0.0908 -1.0653
C: 2.3650 -0.3242 -2.0472
N: 1.1017 -0.6054 -1.7858
C: 0.4823 -1.1811 -2.8735
C: 1.2599 -1.2665 -3.9898
S: 2.8216 -0.6508 -3.6695
C: -0.7887 -1.8185 -2.6302
C: -1.5795 -2.5092 -3.4996
S: -2.8159 -3.3368 -2.6624
C: -2.2075 -2.7185 -1.1705
N: -1.1694 -1.9213 -1.3081
C: -2.8293 -3.1440 0.1058
H: 3.0600 0.9088 -0.4263
H: 4.3068 0.3762 -1.5690
H: 3.6084 -0.7614 -0.4144
H: 1.0093 -1.6825 -4.9448
H: -1.4865 -2.5796 -4.5633
H: -3.9151 -3.0673 0.0418
H: -2.5952 -4.1973 0.2736
H: -2.4525 -2.5678 0.9491
F: -2.8095 -0.9182 6.3962
C: -1.9368 -1.8045 5.8768
C: -1.6030 -1.6261 4.5643
C: -0.7229 -2.4929 3.8962
C: -0.3594 -2.2626 2.5287
O: -0.7437 -1.2299 1.8631
C: 0.4444 -3.2713 1.9378
C: 0.8875 -4.3378 2.6669
N: 0.6457 -4.5042 3.9800
C: 1.2839 -5.6666 4.5557
C: 0.6731 -6.5793 5.5839
C: 1.8810 -5.7654 5.9327
C: -0.1797 -3.5921 4.6212
C: -0.5163 -3.7057 5.9708
C: -1.3920 -2.8597 6.6571
N: -1.6782 -3.0535 7.9808
C: -2.4439 -2.0781 8.7522
C: -2.5761 -2.4869 10.2159
N: -1.2547 -2.8676 10.7842
C: -0.5554 -3.9132 9.9645
C: -1.3792 -4.2586 8.7235
C: 0.8987 -2.9859 0.5337
O: 0.7825 -3.7140 -0.4179
O: 1.4065 -1.7899 0.5116
H: -2.0658 -0.8183 4.0152
H: 1.4835 -5.0896 2.1708
H: 1.8692 -6.1667 3.7953
H: 0.8058 -7.6381 5.4267
H: -0.2991 -6.3449 5.9833
H: 2.8266 -6.2804 5.9892
H: 1.8407 -4.9287 6.6092
H: -0.0539 -4.4827 6.5363
H: -3.4593 -1.9672 8.3565
H: -1.9499 -1.1028 8.6795
H: -3.2642 -3.3256 10.3295
H: -2.9857 -1.6479 10.7829
H: -1.3921 -3.1994 11.7468
H: -0.6638 -2.0299 10.8443
H: -0.3952 -4.8132 10.5576
H: 0.4220 -3.5327 9.6632
H: -2.3095 -4.7671 8.9977
H: -0.8084 -4.9708 8.1358
C: 2.9466 3.5085 -2.5652
N: 1.7226 4.1786 -2.8999
C: 1.7268 5.5218 -3.4674
C: 0.2426 5.7679 -3.7957
N: -0.4029 4.5806 -3.2463
C: 0.4966 3.6738 -2.8484
S: 0.1138 2.0971 -2.3619
H: 3.6690 4.2392 -2.2007
H: 3.3676 3.0198 -3.4481
H: 2.7531 2.7571 -1.7979
H: 2.3708 5.5496 -4.3519
H: 2.1146 6.2315 -2.7283
H: 0.0665 5.8426 -4.8717
H: -0.1487 6.6673 -3.3165
H: -1.3598 4.3518 -3.4576
C: -4.0791 2.8740 -1.3732
N: -3.5034 3.1499 -0.0695
C: -4.3753 2.6460 0.9767
N: -4.5835 1.2190 0.8155
C: -5.1780 0.9614 -0.4851
N: -4.3051 1.4498 -1.5380
C: -3.0972 0.7126 -1.6807
P: -1.9994 0.8137 -0.1337
C: -2.1606 2.6891 0.0634
C: -3.4207 0.4374 1.0727
H: -3.4016 3.2241 -2.1539
H: -5.0290 3.4014 -1.4679
H: -5.3386 3.1558 0.9171
H: -3.9297 2.8415 1.9541
H: -6.1336 1.4870 -0.5522
H: -5.3531 -0.1096 -0.6090
H: -2.5183 1.1039 -2.5257
H: -3.3283 -0.3419 -1.8673
H: -1.5296 3.1550 -0.6991
H: -1.7884 2.9697 1.0518
H: -3.0598 0.6299 2.0895
H: -3.6741 -0.6208 0.9700

Cartesian forces (eV/Å) of the 3 atoms listed first:
Mo 1.0 0.6 0.0
N -0.2 -0.4 -0.2
N 0.4 0.2 -0.1

---

The following is a DFT calculation (wB97M-V/def2-TZVPD) of a structure of composition C37H27BaN9O8S2 at a distorted geometry.

As for the largest force on an atom: 2.20 eV/A. As for the total charge: -2. The HOMO-LUMO gap comes out at 6.150 eV. The calculation puts the energy above the lowest of the compared OMol25 structures with the same formula, charge and spin at 123.6 kJ/mol. The total energy comes out at -90962.2002 eV. For the LUMO energy, the calculation gives 3.901 eV.

Geometry (Å):
Ba: -0.5172 0.7678 -0.2803
C: -1.6004 -2.6818 -3.6635
C: -1.2658 -1.4163 -2.9271
N: -1.8433 -1.0660 -1.8350
N: -2.8995 -1.9234 -1.3872
C: -3.2482 -1.8022 -0.1404
S: -2.6718 -1.0158 1.2930
S: -4.6753 -2.7879 0.3194
C: -5.2780 -3.4814 -1.2179
C: -4.8047 -4.8759 -1.5647
C: -5.5803 -5.7086 -2.3598
C: -5.1338 -6.9654 -2.7396
C: -3.8858 -7.4093 -2.3265
C: -3.1025 -6.5856 -1.5309
C: -3.5597 -5.3349 -1.1500
C: -0.1883 -0.5296 -3.5605
C: -0.2623 -0.2721 -4.9296
C: 0.6406 0.5241 -5.6094
C: 1.6993 1.0841 -4.8935
C: 1.8431 0.8350 -3.5516
C: 0.9339 0.0208 -2.8389
O: 1.1076 -0.2319 -1.5832
H: -0.7553 -3.3681 -3.5656
H: -1.7152 -2.4928 -4.7288
H: -2.4914 -3.1599 -3.2724
H: -4.9409 -2.8102 -2.0128
H: -6.3727 -3.4668 -1.1979
H: -6.5534 -5.3649 -2.6919
H: -5.7599 -7.5944 -3.3567
H: -3.5249 -8.3859 -2.6212
H: -2.1259 -6.9162 -1.2035
H: -2.9635 -4.6924 -0.5172
H: -1.0922 -0.6965 -5.4865
H: 0.5130 0.7257 -6.6643
H: 2.4071 1.7361 -5.3910
H: 2.6585 1.2629 -2.9852
N: 1.8487 4.6179 0.3465
C: 1.8096 3.4371 -0.3060
N: 1.9110 2.2908 0.2731
C: 1.9895 2.2249 1.6678
N: 1.9356 1.1610 2.3980
N: 1.3571 -0.0087 1.7591
C: 1.9998 -1.0847 1.9009
C: 1.3407 -2.3722 1.4454
C: 1.7907 -3.5602 2.0035
C: 1.1613 -4.7423 1.6419
C: 0.1198 -4.6825 0.7382
C: -0.2527 -3.4424 0.2292
N: 0.3368 -2.3083 0.5647
C: 2.1994 3.4938 2.4113
C: 2.4508 3.5508 3.7827
C: 2.5736 4.7608 4.4297
C: 2.4371 5.9505 3.7048
C: 2.1919 5.9175 2.3517
C: 2.0762 4.6795 1.7110
H: 1.6269 5.4511 -0.1756
H: 1.6909 3.4922 -1.3815
H: 2.9760 -1.1182 2.3896
H: 2.6056 -3.5546 2.7140
H: 1.4778 -5.6888 2.0648
H: -0.4119 -5.5696 0.4215
H: -1.0617 -3.3454 -0.4815
H: 2.5214 2.6119 4.3113
H: 2.7555 4.7939 5.4943
H: 2.5183 6.9091 4.2036
H: 2.0763 6.8263 1.7750
O: -2.5757 3.9731 1.8786
C: -1.7977 3.6230 1.0052
O: -0.9513 2.6731 1.0581
C: -1.7592 4.4289 -0.3009
C: -2.2688 5.7102 -0.2255
C: -2.1964 6.5829 -1.3061
C: -1.5638 6.2304 -2.4767
C: -1.0383 4.9591 -2.5345
C: -1.1823 3.9465 -1.5537
O: -0.8853 2.7451 -1.7664
N: -0.2040 4.6869 -3.7410
O: 0.8563 4.1242 -3.5686
O: -0.6259 5.0572 -4.8229
N: -2.7396 7.9518 -1.1908
O: -2.5933 8.7110 -2.1390
O: -3.2332 8.2877 -0.1255
H: -2.7241 5.9991 0.7116
H: -1.4610 6.9152 -3.3055

Cartesian forces (eV/Å) of the 3 atoms listed first:
Ba -1.1 -1.2 1.0
C 0.1 -0.1 -0.1
C 0.5 0.6 -0.2

---

The following is a DFT calculation (wB97M-V/def2-TZVPD) of a structure of composition C12H6N2O5RhS at a distorted geometry.

The expectation value of S² is 6.041. As for the largest force on an atom: 7.46 eV/A. As for the total charge: +3. As for the multiplicity: 5. The HOMO-LUMO gap (alpha / beta) comes out at 4.728 / 6.160 eV. The total energy comes out at -39565.5853 eV. For the LUMO energy (alpha / beta), the calculation gives -12.059 / -15.827 eV.

Geometry (Å):
O: 2.9006 1.3996 -2.5830
C: 1.8503 1.4140 -2.1538
Rh: -0.8287 1.4508 -1.0589
O: -1.4413 4.1258 -2.4152
C: -1.1736 3.1203 -1.9213
C: -2.5273 1.4740 -0.3647
O: -3.5992 1.4886 0.0733
C: -0.1995 2.3795 0.4874
O: 0.1187 2.9390 1.4427
C: -1.4847 0.5220 -2.5941
O: -1.9397 -0.0359 -3.4932
N: -2.7046 -1.4535 -0.6901
C: -1.4276 -1.3927 -0.0653
N: -0.5166 -0.3484 -0.1044
C: 0.5927 -0.6914 0.6397
C: 1.7457 0.0854 0.8511
C: 2.7748 -0.4158 1.6704
C: 2.6664 -1.6800 2.2738
C: 1.5300 -2.4607 2.0572
C: 0.5252 -1.9457 1.2444
S: -0.9025 -2.6993 0.8608
H: -3.2796 -2.2973 -0.5629
H: -3.1120 -0.7200 -1.2685
H: 1.8807 1.0528 0.4126
H: 3.6632 0.1795 1.8428
H: 3.4594 -2.0534 2.9060
H: 1.4295 -3.4371 2.5130

Cartesian forces (eV/Å) of the 3 atoms listed first:
O -2.1 0.1 0.8
C 2.2 0.0 -1.0
Rh 0.2 2.8 -1.8

---

The following is a DFT calculation (wB97M-V/def2-TZVPD) of a structure of composition C4H3OSn at a distorted geometry.

As for the largest force on an atom: 5.30 eV/A. As for the total charge: +1. The HOMO-LUMO gap (alpha / beta) comes out at 5.877 / 5.888 eV. The total energy comes out at -12062.7980 eV. For the LUMO energy (alpha / beta), the calculation gives -6.126 / -6.127 eV.

Geometry (Å):
C: -0.1115 -0.4436 2.6485
C: -0.1088 -0.6079 1.3162
C: 0.7156 -0.2461 0.4051
C: 1.2303 -0.0029 -0.8164
O: 0.5452 0.4305 -1.8413
Sn: -1.2063 0.5571 -2.0987
H: -0.6262 0.4064 3.1029
H: 0.2832 -1.2227 3.3051
H: 2.2530 -0.3427 -1.0343

Cartesian forces (eV/Å) of the 3 atoms listed first:
C -1.6 -0.1 0.0
C 2.3 1.2 2.0
C -0.6 -0.6 -3.2